Entry 1:
Computed, not measured: C3H7FO2Tm as an isolated structure, with ωB97M-V/def2-TZVPD.

The geometry in ORCA input format:
```
! wB97M-V def2-TZVPD RIJCOSX def2/J DEFGRID3
* xyz 1 3
Tm 0.398 -1.305 -1.201
F -0.909 -3.097 -1.861
O 1.690 -0.748 0.274
C 1.548 0.403 1.044
C 0.125 0.965 1.139
O -0.389 1.487 -0.063
C -1.026 0.521 -0.948
H 2.194 1.223 0.661
H 1.873 0.223 2.091
H 0.133 1.791 1.869
H -0.555 0.183 1.535
H -2.061 0.307 -0.609
H -1.837 -3.042 -2.050
H -1.185 1.088 -1.881
*
```

Computed properties:
⟨S²⟩: 2.00
Largest force on an atom, eV/A: 2.7
ΔE to the lowest compared entry with this formula, charge and spin, kcal/mol: 33.8
HOMO (spin up / spin down), eV: -12.362 / -12.361
LUMO level (spin up / spin down), hartree: -0.1974 / -0.1963
Gap between HOMO and LUMO (spin up / spin down), eV: 6.99 / 7.02

Entry 2:
Computed, not measured: a 2-piece molecular cluster, C3H7FO3PS overall, with ωB97M-V/def2-TZVPD.

The geometry in ORCA input format:
```
! wB97M-V def2-TZVPD RIJCOSX def2/J DEFGRID3
* xyz -1 1
C -0.336 1.708 -0.473
C 1.018 0.008 1.479
C -0.086 -1.157 -0.880
O -1.398 -1.850 1.316
O 2.195 0.602 -0.923
O -2.619 -0.394 -0.256
F 0.787 -2.165 -0.881
P 0.877 0.307 -0.286
S -1.833 -1.652 -0.088
H -1.147 1.704 0.274
H 0.266 2.701 -0.307
H -0.584 1.445 -1.550
H 1.800 0.445 2.068
H -0.059 0.151 1.870
H 1.231 -1.063 1.472
H -0.113 -0.791 -2.836
*
```

Computed properties:
Largest force on an atom, eV/A: 3.2
ΔE to the lowest compared entry with this formula, charge and spin, kcal/mol: 36.0
HOMO (spin up / spin down), eV: -4.358 / -4.357
LUMO level (spin up / spin down), hartree: 0.1233 / 0.1233
Gap between HOMO and LUMO (spin up / spin down), eV: 7.71 / 7.71

Entry 3:
Computed, not measured: an isolated molecule of C3H7FO4S2, with ωB97M-V/def2-TZVPD.

The geometry in ORCA input format:
```
! wB97M-V def2-TZVPD RIJCOSX def2/J DEFGRID3
* xyz 0 1
C 0.937 0.149 1.823
C -2.035 0.450 -1.441
C 2.564 -0.393 -1.015
O -0.191 -1.023 -0.336
O 0.581 1.344 -0.500
O -1.663 0.272 1.188
O -2.504 -1.716 0.133
F 2.947 -1.520 -0.290
S 1.089 0.029 -0.073
S -1.716 -0.553 0.017
H 1.241 1.145 2.072
H -0.120 0.085 1.986
H 1.606 -0.627 2.259
H -1.622 -0.012 -2.231
H -3.030 0.575 -1.597
H -1.425 1.458 -1.323
H 3.340 0.337 -0.672
*
```

Computed properties:
Largest force on an atom, eV/A: 5.2
HOMO, eV: -8.991
LUMO level, hartree: -0.0113
SMILES string: CS(=O)(=O)O[S@](C)(=O)=CF
Gap between HOMO and LUMO, eV: 8.68

Entry 4:
Computed, not measured: an isolated molecule of C3H7FOS, with ωB97M-V/def2-TZVPD.

The geometry in ORCA input format:
```
! wB97M-V def2-TZVPD RIJCOSX def2/J DEFGRID3
* xyz 0 1
C -0.449 1.204 0.179
C 0.025 -0.205 -0.275
C 1.396 -0.651 0.250
H -2.268 0.650 -0.075
H -0.280 1.264 1.310
H 0.138 2.113 -0.096
H 0.134 -0.254 -1.359
H -1.124 -2.142 -0.979
H 1.653 -1.663 -0.052
H 1.449 -0.620 1.323
O -1.796 1.461 -0.119
F 2.370 0.250 -0.192
S -1.249 -1.407 0.085
*
```

Computed properties:
Largest force on an atom, eV/A: 2.4
ΔE to the lowest compared entry with this formula, charge and spin, kcal/mol: 18.9
HOMO, eV: -9.939
LUMO level, hartree: 0.0219
SMILES string: OC[C@H](S)CF
Gap between HOMO and LUMO, eV: 10.53

Entry 5:
Computed, not measured: a 2-piece molecular cluster, C3H7FOS overall, with ωB97M-V/def2-TZVPD.

The geometry in ORCA input format:
```
! wB97M-V def2-TZVPD RIJCOSX def2/J DEFGRID3
* xyz 0 1
C 1.584 0.041 -0.938
C -0.769 0.231 -2.262
C 0.847 -0.796 2.084
O -0.318 -1.517 -0.130
F 1.748 1.431 -0.825
S 0.409 -0.362 0.297
H -0.748 1.085 -1.662
H -1.081 -0.649 -1.769
H -0.511 0.327 -3.293
H 0.013 -1.139 2.618
H 1.667 -1.496 1.950
H 1.159 0.035 2.684
H -0.425 0.819 0.489
*
```

Computed properties:
Largest force on an atom, eV/A: 2.3
ΔE to the lowest compared entry with this formula, charge and spin, kcal/mol: 190.5
HOMO (spin up / spin down), eV: -8.336 / -8.345
LUMO level (spin up / spin down), hartree: 0.0046 / -0.0211
Gap between HOMO and LUMO (spin up / spin down), eV: 8.46 / 7.77

Entry 6:
Computed, not measured: C3H7I2OP as an isolated structure, with ωB97M-V/def2-TZVPD.

The geometry in ORCA input format:
```
! wB97M-V def2-TZVPD RIJCOSX def2/J DEFGRID3
* xyz 0 1
C 0.562 0.423 1.283
C -1.924 0.394 -0.526
C 0.425 -1.056 -1.240
O -1.216 -1.783 1.024
P -0.559 -0.670 0.295
I -2.887 1.551 1.086
I -0.718 -2.615 -2.238
H 1.003 -0.002 2.260
H 1.510 0.841 0.867
H 0.076 1.277 1.562
H -1.745 1.231 -1.292
H -2.770 -0.302 -0.806
H 1.176 -1.667 -0.936
H 0.754 -0.358 -1.910
*
```

Computed properties:
Largest force on an atom, eV/A: 4.3
ΔE to the lowest compared entry with this formula, charge and spin, kcal/mol: 33.6
HOMO, eV: -9.465
LUMO level, hartree: 0.0037
Gap between HOMO and LUMO, eV: 9.57

- Among the records above, which one has the highest largest force on an atom?
  C3H7FO4S2

- The highest largest force on an atom belongs to which entry?
  C3H7FO4S2